Arrangement 1

Here is a single C2H6N2 molecule from the OMol25 dataset. Energies are from ωB97M-V/def2-TZVPD.

```
10
Properties=species:S:1:pos:R:3:mulliken_charge:R:1
N -1.882 -0.486 0.004 -0.64
N 0.280 0.684 0.064 -0.16
C -1.112 0.545 0.060 0.09
C 1.099 -0.463 0.038 -0.85
H -1.552 1.575 0.057 0.29
H 2.082 -0.049 -0.476 0.28
H 0.600 1.622 -0.191 0.25
H 1.240 -0.868 1.151 0.21
H -1.405 -1.350 -0.016 0.21
H 0.650 -1.210 -0.692 0.30
```

Its HOMO energy is -9.1 eV. The HOMO-LUMO gap comes out at 9.97 eV. The structure (SMILES) is [H]/N=C\NC.

---

Arrangement 2

Here is C2H6N2 as an isolated structure from the OMol25 dataset. Energies are from ωB97M-V/def2-TZVPD.

```
10
Properties=species:S:1:pos:R:3:mulliken_charge:R:1
N -1.283 0.073 0.411 -0.33
N 1.604 0.798 0.637 -0.45
C -2.152 -0.185 -0.413 -0.13
C 1.835 -0.455 0.092 -0.44
H 2.443 -0.675 0.986 0.24
H 0.769 -0.989 0.030 0.16
H -3.157 -0.847 0.357 0.19
H 2.265 1.395 0.115 0.23
H -2.296 -0.046 -1.554 0.26
H 2.349 -0.711 -0.847 0.28
```

Its HOMO energy (alpha / beta) is -9.0 / -9.3 eV. The HOMO-LUMO gap (alpha / beta) comes out at 8.44 / 9.89 eV.

---

Arrangement 3

Here is a 2-piece molecular cluster, C2H6N2 overall from the OMol25 dataset. Energies are from ωB97M-V/def2-TZVPD.

```
10
Properties=species:S:1:pos:R:3:mulliken_charge:R:1
N -0.804 -0.832 -1.464 -0.41
N -0.218 2.131 1.603 -0.52
C 0.987 1.755 1.706 -0.27
C -0.445 -2.038 -1.353 -0.26
H 0.020 -2.345 -0.415 0.24
H 1.528 2.106 2.582 0.25
H -0.573 -2.790 -2.125 0.22
H -1.257 -0.693 -2.367 0.23
H 1.448 1.070 0.989 0.23
H -0.686 1.635 0.843 0.30
```

Its HOMO energy is -9.9 eV. The HOMO-LUMO gap comes out at 10.91 eV. The structure (SMILES) is C=N.C=N.

---

Arrangement 4

Here is a single C2H6N2 molecule from the OMol25 dataset. Energies are from ωB97M-V/def2-TZVPD.

```
10
Properties=species:S:1:pos:R:3:mulliken_charge:R:1
N 0.900 1.587 -0.318 -0.67
N -0.596 -0.142 -0.160 -0.26
C -0.928 -1.472 0.306 -0.87
C 0.645 0.395 0.008 0.08
H -1.977 -1.651 0.087 0.30
H -0.807 -1.563 1.390 0.30
H 1.875 1.833 -0.177 0.24
H -1.330 0.417 -0.563 0.28
H -0.381 -2.240 -0.238 0.30
H 1.334 -0.317 0.468 0.31
```

Its HOMO energy is -8.8 eV. The HOMO-LUMO gap comes out at 9.84 eV. The structure (SMILES) is [H]/N=C/NC.

---

In terms of stability, arrangement 4 leads; the second structure lies 57.4 kJ/mol higher.

---

Arrangement 1

Here is a 2-piece molecular cluster, C2H6N2 overall from the OMol25 dataset. Energies are from ωB97M-V/def2-TZVPD.

```
10
Properties=species:S:1:pos:R:3:mulliken_charge:R:1
N 4.215 4.317 2.809 -0.45
N -2.596 -4.456 -3.145 -0.48
C 3.486 4.178 3.805 -0.23
C -3.726 -3.896 -3.409 -0.21
H 3.651 4.736 2.041 0.26
H -2.645 -5.445 -3.500 0.25
H -4.373 -4.402 -4.080 0.21
H 3.726 3.494 4.606 0.24
H -4.142 -3.011 -2.867 0.23
H 2.404 4.487 3.739 0.18
```

Its HOMO energy is -10.1 eV. The HOMO-LUMO gap comes out at 11.32 eV. The structure (SMILES) is C=N.C=N.

---

Arrangement 2

Here is a single C2H6N2 molecule from the OMol25 dataset. Energies are from ωB97M-V/def2-TZVPD.

```
10
Properties=species:S:1:pos:R:3:mulliken_charge:R:1
N 1.153 0.219 -0.689 -0.61
N -0.150 0.688 1.135 -0.43
C 0.086 -0.002 0.003 0.51
C -0.900 -0.958 -0.590 -0.83
H -1.027 -0.947 -1.746 0.25
H 1.509 1.066 -0.238 0.26
H -0.172 0.211 1.964 0.16
H -0.178 1.604 0.916 0.20
H -1.861 -0.550 -0.066 0.26
H -0.409 -1.972 -0.427 0.22
```

Its HOMO energy is -9.1 eV. The HOMO-LUMO gap comes out at 10.05 eV. The structure (SMILES) is [H]/N=C(/C)N.

---

In terms of stability, arrangement 2 leads; the second structure lies 58.4 kJ/mol higher.

---

Arrangement 1

Here is C2H6N2 as an isolated structure from the OMol25 dataset. Energies are from ωB97M-V/def2-TZVPD.

```
10
Properties=species:S:1:pos:R:3:mulliken_charge:R:1
N -0.053 -0.123 1.479 -0.59
N -0.273 -1.262 -0.820 -0.57
C -0.054 -0.204 0.187 0.31
C 0.296 1.142 -0.487 -0.74
H -0.596 1.557 -0.950 0.24
H -0.671 -0.682 2.064 0.23
H 1.144 0.864 -1.129 0.26
H -1.014 -1.898 -0.517 0.28
H 0.650 -1.168 -0.176 0.29
H 0.571 1.775 0.350 0.29
```

Its HOMO energy is -9.4 eV. The HOMO-LUMO gap comes out at 10.26 eV.

---

Arrangement 2

Here is a single C2H6N2 molecule from the OMol25 dataset. Energies are from ωB97M-V/def2-TZVPD.

```
10
Properties=species:S:1:pos:R:3:mulliken_charge:R:1
N -0.984 -1.217 1.128 -0.56
N 0.718 1.366 -0.983 -0.56
C 0.124 0.052 -0.741 -0.16
C 0.088 -0.336 0.586 -0.21
H -1.791 -1.444 0.493 0.24
H -0.277 -0.613 -1.471 0.30
H 1.100 1.268 -1.904 0.25
H 1.573 1.393 -0.391 0.25
H 0.676 0.246 1.312 0.21
H -1.227 -0.714 1.973 0.24
```

Its HOMO energy is -7.5 eV. The HOMO-LUMO gap comes out at 8.67 eV. The structure (SMILES) is N/C=C/N.

---

Arrangement 3

Here is C2H6N2 as an isolated structure from the OMol25 dataset. Energies are from ωB97M-V/def2-TZVPD.

```
10
Properties=species:S:1:pos:R:3:mulliken_charge:R:1
N -0.931 -0.826 -0.966 -0.67
N 0.063 0.314 1.582 -0.66
C 0.629 0.528 0.236 -0.06
C 0.238 0.114 -1.058 -0.33
H 0.037 0.795 -1.887 0.29
H -0.604 -1.828 -0.966 0.25
H -1.244 -0.577 -0.014 0.33
H 0.526 -0.489 0.839 0.29
H 0.693 0.619 2.309 0.23
H 1.468 1.213 0.339 0.32
```

Its HOMO energy is -8.4 eV. The HOMO-LUMO gap comes out at 8.87 eV.

---

In terms of stability, arrangement 2 leads; the second structure lies 166.6 kJ/mol higher.